Here is a structure of composition C38H51As2GeHgO4 at a distorted geometry from the OMol25 dataset. Energies are from the ωB97M-V functional and the def2-TZVPD basis.

XYZ file:
```
97
Properties=species:S:1:pos:R:3:forces:R:3:mulliken_charge:R:1
Hg 0.680179 0.879112 -0.501781 1.63 -1.17 -1.58 1.7192
C -3.122499 2.861471 -1.657770 -0.02 -0.08 0.08 -1.7740
C -1.681923 3.242764 -1.313227 -0.35 -0.24 -0.44 1.8925
C -0.819771 3.135688 -2.568824 0.12 0.07 0.00 -1.5727
C -1.691295 4.689918 -0.814362 0.16 0.01 0.06 -1.9852
O -1.241941 2.286524 -0.337510 0.62 0.77 0.29 0.3545
Ge 0.077668 3.002905 0.973200 0.01 0.93 1.30 -0.0363
O 1.573690 3.265384 -0.234582 -0.92 0.12 1.30 -0.5488
C 2.750377 3.832614 0.349875 0.28 0.42 -0.37 1.6840
C 3.414232 4.586306 -0.805194 0.03 0.06 -0.01 -1.9902
C 2.431917 4.831020 1.472905 -0.01 0.08 -0.07 -1.8540
C 3.752598 2.819962 0.896080 0.07 -0.03 0.04 -1.2584
O 0.551045 1.195711 1.890887 -1.08 1.24 -0.23 0.1836
C -0.400258 0.614794 2.783310 0.51 -1.03 0.38 2.3691
C 0.394177 -0.279672 3.758270 -1.79 0.14 -0.40 -2.2342
C -1.205000 1.680369 3.521647 -0.28 -0.22 0.01 -2.3324
C -1.286411 -0.424643 2.097771 -0.42 0.89 0.71 0.3633
H -3.528125 3.526597 -2.423650 0.00 0.00 -0.01 0.4672
H -3.165120 1.838328 -2.031987 0.02 0.00 -0.01 0.3009
H -3.753186 2.927536 -0.768089 0.01 0.00 0.01 0.3696
H -1.204879 3.793598 -3.352633 -0.02 -0.02 -0.02 0.5426
H 0.211509 3.423816 -2.354169 0.00 -0.05 0.06 0.0899
H -0.824988 2.109607 -2.945032 -0.03 -0.01 0.00 0.1504
H -2.116573 5.328444 -1.592044 -0.04 -0.02 0.00 0.4886
H -2.293814 4.788361 0.090079 0.01 0.00 0.01 0.3595
H -0.685179 5.057799 -0.605062 0.01 -0.01 0.00 0.3325
H 2.735659 5.344891 -1.203137 -0.02 0.00 0.01 0.3955
H 4.335060 5.077308 -0.478422 0.01 -0.01 0.00 0.3866
H 3.653218 3.882490 -1.603061 -0.02 -0.03 0.01 0.3846
H 1.731086 5.598855 1.134804 -0.03 -0.01 0.02 0.3618
H 2.007580 4.335024 2.347447 0.00 0.00 0.01 0.4011
H 3.355620 5.319183 1.793263 0.01 0.02 -0.04 0.4760
H 4.033121 2.099090 0.132246 -0.17 -0.10 0.01 0.1757
H 4.637040 3.370510 1.238782 -0.03 0.02 0.05 0.5390
H 3.342471 2.268652 1.745107 -0.07 -0.04 -0.05 0.0621
H 1.064397 0.387349 4.296135 0.06 -0.08 0.07 0.6305
H -0.283712 -0.749985 4.483438 0.03 -0.02 0.01 0.1561
H 1.156331 -1.333359 3.048806 -4.58 3.21 2.37 0.2221
H -0.538608 2.375502 4.033757 0.02 0.02 -0.03 0.3838
H -1.847371 2.250759 2.843345 0.05 0.04 0.00 0.3729
H -1.852530 1.203297 4.262417 0.03 0.00 0.04 0.5206
H -0.637451 -1.160490 1.645039 0.11 0.00 0.07 -0.8964
H -1.923651 -0.921455 2.835235 0.05 -0.03 0.03 0.5551
H -1.947632 0.027230 1.357358 0.40 0.11 0.89 -1.4406
C 0.061772 -3.134343 -0.895403 0.15 -0.14 0.52 -1.3551
C -1.228749 -2.606519 -0.248908 0.32 0.06 -0.31 -1.7293
As -1.681590 -0.655651 -0.572692 -0.52 -1.39 -2.08 2.6000
C -3.593344 -0.824391 -0.026757 0.13 0.09 -0.08 0.9888
C -4.368464 -1.855101 -0.551300 -0.03 -0.07 0.08 -0.2628
C -5.703175 -1.999419 -0.196884 0.01 0.00 -0.01 -0.9590
C -6.286700 -1.108071 0.690391 -0.01 0.02 0.01 -0.5405
C -5.527866 -0.073128 1.216422 -0.04 0.00 -0.02 -0.9370
C -4.193645 0.066163 0.860462 -0.03 0.09 -0.15 -0.5724
C -1.995355 -0.764882 -2.537260 0.04 -0.27 0.15 0.8795
C -0.868001 -0.978109 -3.333245 0.06 0.05 -0.01 -0.6745
C -0.965260 -1.035931 -4.716348 -0.02 0.01 -0.01 -1.0226
C -2.196453 -0.870814 -5.334721 -0.01 -0.01 -0.01 -0.6424
C -3.322927 -0.639601 -4.559006 0.05 0.04 -0.02 -0.8228
C -3.220826 -0.584507 -3.174345 -0.05 0.06 -0.06 -0.8678
As 1.683613 -1.951663 -0.545693 -0.30 -0.30 -0.27 1.1227
C 3.085727 -3.253377 -0.977041 -0.13 -0.13 0.12 -0.0601
C 4.382351 -2.940764 -0.571405 0.06 0.01 -0.02 -0.4775
C 5.432119 -3.803594 -0.843776 -0.01 0.00 -0.01 -0.6728
C 5.202488 -4.990800 -1.529931 0.01 -0.01 0.00 -0.4186
C 3.917151 -5.305067 -1.943705 0.02 0.02 -0.03 -0.7181
C 2.863217 -4.439542 -1.669004 0.08 -0.01 -0.06 -0.2141
C 1.916298 -2.190172 1.412365 0.25 0.12 -0.16 1.2353
C 2.133996 -1.072456 2.165342 3.50 -1.90 1.40 -1.0641
C 2.405324 -1.295327 3.754676 2.85 -1.37 -3.21 -0.2291
C 2.418965 -2.559801 4.233461 0.60 -0.26 -0.38 -1.1067
C 2.124314 -3.662425 3.350643 0.05 -0.11 0.61 -0.4196
C 1.891486 -3.503458 2.034491 -0.23 0.42 -0.40 -1.1987
H -0.062202 -3.184066 -1.979070 0.16 -0.01 -0.02 0.6608
H 0.229556 -4.153411 -0.529635 -0.08 -0.04 -0.06 0.7799
H -1.126362 -2.730761 0.826925 -0.25 0.05 0.05 0.5567
H -2.071293 -3.217141 -0.574119 -0.07 0.09 0.01 0.7120
H -3.935365 -2.554300 -1.255197 0.00 0.02 -0.02 0.2632
H -6.287046 -2.808476 -0.618623 0.01 -0.01 0.00 0.4078
H -7.327862 -1.217128 0.967675 0.00 0.00 0.01 0.3663
H -5.975545 0.631009 1.906790 0.01 0.01 0.00 0.4235
H -3.625311 0.886837 1.281276 -0.02 0.04 -0.04 0.1564
H 0.109523 -1.085111 -2.873497 0.00 0.05 0.01 0.4220
H -0.074922 -1.202512 -5.310075 0.01 0.00 0.01 0.4599
H -2.275186 -0.911714 -6.414168 0.00 0.00 0.00 0.3682
H -4.286687 -0.495992 -5.033024 0.00 0.01 0.01 0.4096
H -4.115838 -0.385282 -2.598878 0.02 -0.03 0.02 0.3876
H 4.562379 -2.012267 -0.039309 -0.02 0.02 -0.02 0.3443
H 6.434784 -3.550106 -0.520895 0.00 0.00 0.00 0.3739
H 6.023343 -5.664992 -1.742638 0.00 0.00 0.00 0.3461
H 3.731288 -6.227522 -2.481714 -0.01 0.00 0.00 0.3784
H 1.867308 -4.702625 -2.004686 -0.01 0.01 0.03 0.2387
H 2.169666 -0.081455 1.733778 -0.02 0.09 0.20 0.6442
H 2.673429 -0.473218 4.384603 0.01 0.27 -0.27 0.6229
H 2.647135 -2.734686 5.276180 -0.11 -0.05 0.03 0.4024
H 2.124500 -4.666924 3.760795 -0.03 0.03 0.04 0.4130
H 1.714036 -4.375061 1.415234 -0.02 0.03 -0.04 0.4072
O 2.673132 0.560507 -0.509261 -0.72 -0.56 -0.09 -1.1733
```
Forces are in eV/Å.

Calculated values
**Lowest unoccupied orbital energy**: 2.51 eV
**Kohn-Sham gap**: 5.7995 eV
**E_tot**: -8481.13489 Eh
**Net charge**: -1